Entry 1:
A molecular structure, C26H27Br2CaN5O3 in a non-equilibrium geometry. Source: the Open Molecules 2025 dataset; level of theory: ωB97M-V with the def2-TZVPD basis set.

Values from the calculation:
- HOMO energy: -14.3 eV
- Net charge: +2
- Gap between HOMO and LUMO: 8.93 eV
- Maximum force: 1.024 eV/Å
- LUMO energy: -5.4 eV
- DFT total energy: -7331.86471 a.u.

The geometry in XYZ format:
```
64
Properties=species:S:1:pos:R:3:lowdin_charge:R:1
Br 2.88405 -4.78867 4.29773 0.886
Br 4.77140 2.72535 4.01043 0.879
Ca 0.03897 -0.20450 -0.09668 1.415
O 0.69516 1.12860 -1.96940 -0.070
O -2.07096 -0.52431 -0.31642 -0.171
O 2.03969 -0.05003 -3.27320 0.139
N -0.89557 1.62909 1.28131 0.021
N 0.66714 -1.62682 1.75940 -0.001
N 2.19239 1.67781 -5.17649 0.030
N 2.10327 0.60885 0.87611 -0.002
N -3.39746 1.27422 -0.47142 0.111
C -1.39640 4.03876 2.58916 -0.018
C 2.59351 -2.30268 3.01543 -0.045
C -0.79730 -2.08343 -2.95079 -0.097
C -2.08435 -2.60122 -2.92318 -0.075
C 1.89368 -1.37936 2.26625 -0.212
C 3.37501 2.52286 1.56877 -0.076
C 1.43919 2.13493 -4.02200 -0.136
C -0.13747 -3.62299 -1.21138 -0.098
C 0.70236 -3.76787 2.84309 -0.076
C -2.39719 -3.62638 -2.03798 -0.075
C -4.41745 -0.88688 -0.04026 0.040
C -1.42829 -4.13726 -1.18157 -0.073
C -1.90838 3.79947 1.32331 0.002
C 1.98169 -3.51367 3.30117 -0.679
C 0.17394 -2.59014 -2.09165 -0.136
C 2.56477 1.85197 0.67597 -0.110
C 3.71517 1.87525 2.74320 -0.681
C -0.66074 3.04488 3.20856 -0.025
C -1.65863 2.58595 0.71288 -0.247
C -0.43300 1.86982 2.51753 -0.115
C 2.46393 -0.00900 2.01566 -0.228
C 3.25246 0.59157 2.98049 -0.049
C -3.21702 -0.03507 -0.30028 -0.479
C -2.30878 2.24279 -0.61231 -0.085
C 0.09509 -2.80149 2.06770 -0.114
C 1.35093 1.02842 -3.00251 -0.507
H -4.34243 1.62138 -0.41696 0.162
H -5.27238 -0.57371 -0.63988 0.100
H 1.19500 -2.22909 -2.17280 0.099
H -0.89357 -2.97477 1.65705 0.118
H -4.68809 -0.80372 1.01452 0.108
H 3.48978 0.08141 3.90320 0.119
H 0.42159 2.44660 -4.25856 0.141
H 2.51284 0.16086 -4.12519 0.128
H -1.59076 1.87172 -1.34510 0.105
H -0.26589 3.17424 4.20702 0.121
H -2.73850 3.14157 -1.04768 0.134
H 1.91885 2.97759 -3.52282 0.143
H 3.72044 3.52449 1.35634 0.118
H -2.83463 -2.22417 -3.60694 0.114
H -1.58448 4.97970 3.09057 0.127
H 3.59398 -2.08982 3.36496 0.120
H 2.25612 2.33148 -0.24519 0.111
H 2.99202 2.25898 -5.38201 0.104
H -4.16586 -1.92054 -0.25882 0.083
H -1.66968 -4.95869 -0.51874 0.114
H 0.15263 1.07866 2.97101 0.107
H -2.51024 4.54190 0.81600 0.125
H -3.39383 -4.05048 -2.03518 0.115
H -0.54070 -1.30634 -3.66091 0.104
H 0.63212 -4.04580 -0.57665 0.108
H 0.19464 -4.69514 3.06662 0.120
H 1.62624 1.60287 -6.01043 0.106
```

Entry 2:
A single C19H27ClN6O2 molecule. Source: the Open Molecules 2025 dataset; level of theory: ωB97M-V with the def2-TZVPD basis set.

Values from the calculation:
- HOMO energy: -9.1 eV
- Gap between HOMO and LUMO: 9.00 eV
- SMILES: Cc1ccn([C@H](C)C(=O)N[C@H](CNC(=O)c2nc(C)ncc2Cl)CC(C)C)n1
- Maximum force: 0.500 eV/Å
- LUMO energy: -0.1 eV
- DFT total energy: -1679.48571 a.u.

The geometry in XYZ format:
```
55
Properties=species:S:1:pos:R:3:lowdin_charge:R:1
Cl 0.32531 4.94596 -0.57270 0.748
O -0.52062 2.56933 1.03071 0.051
O 0.33456 -2.78194 1.04863 0.062
N 0.37975 -0.86518 -1.96654 -0.115
N -0.48144 0.16749 -2.00306 0.122
N 3.45131 3.05340 -2.01501 0.140
N 1.11845 1.25319 1.88796 0.078
N -0.45353 -0.66160 0.72225 0.146
N 2.62103 1.70874 -0.26760 0.178
C 2.48364 3.92016 -1.78063 -0.143
C -2.99461 -3.26412 3.35023 -0.077
C 1.51939 3.72721 -0.79680 -0.582
C 0.00404 -1.86021 0.31977 -0.451
C 1.29674 0.59914 -3.31116 -0.035
C 1.45834 -0.64267 -2.74085 -0.060
C 0.07116 -2.06621 -1.20210 -0.220
C 4.58705 0.98397 -1.48442 -0.024
C -1.39718 -1.39233 2.95001 -0.149
C 0.62183 2.14827 1.01340 -0.453
C -0.86770 -0.27128 2.06680 -0.277
C 1.62057 2.56487 -0.04974 -0.179
C -1.23134 -2.70260 -1.67816 -0.023
C -2.58197 -2.16811 2.37281 -0.431
C 0.06584 1.06726 -2.81140 -0.341
C 0.25105 0.51702 2.78482 -0.107
C -3.76706 -1.26400 2.04458 -0.071
C -0.63683 2.35300 -3.10011 -0.033
C 3.48773 1.96756 -1.23657 -0.396
H -1.39358 2.21447 -3.87394 0.080
H 0.90207 -2.75130 -1.36208 0.149
H 0.06585 3.10814 -3.45139 0.070
H -3.33714 -2.82980 4.29376 0.081
H 2.00016 0.84167 1.62237 0.124
H -1.42124 -3.60991 -1.10595 0.087
H -1.71319 -0.92499 3.89136 0.131
H -2.15769 -3.92930 3.56897 0.080
H -1.16468 -2.95640 -2.73594 0.084
H 2.24372 -1.37566 -2.82667 0.124
H 5.55092 1.43683 -1.24870 0.082
H -3.53351 -0.54423 1.25839 0.071
H -2.06099 -2.01022 -1.53837 0.080
H -0.59285 -2.08912 3.18602 0.112
H -3.80991 -3.86653 2.94598 0.076
H -2.25047 -2.65346 1.45030 0.118
H -0.73216 -0.03072 -0.02150 0.107
H -4.61898 -1.85514 1.70387 0.077
H 1.96772 1.10186 -3.98712 0.104
H -0.21010 1.20220 3.49772 0.130
H 4.60692 0.71286 -2.53984 0.076
H 2.45241 4.81569 -2.39196 0.114
H 4.44632 0.09499 -0.87550 0.075
H -1.67543 0.44001 1.89643 0.130
H -1.13270 2.72714 -2.20477 0.068
H 0.88722 -0.17064 3.34365 0.128
H -4.08421 -0.70477 2.92980 0.086
```

Entry 3:
10 unconnected molecules or ions with the total composition C37H63N3O17 in a non-equilibrium geometry. Source: the Open Molecules 2025 dataset; level of theory: ωB97M-V with the def2-TZVPD basis set.

Values from the calculation:
- HOMO energy: -9.4 eV
- Gap between HOMO and LUMO: 9.22 eV
- SMILES: O=C1CCCO1.O=C1CCCO1.O=C1CCCO1.O=C1CCCO1.O=C1CCCO1.O=C1CCCO1.O=C1CCCO1.CNC(C)=O.CNC(C)=O.CNC(C)=O
- Maximum force: 5.090 eV/Å
- LUMO energy: -0.2 eV
- DFT total energy: -2891.01361 a.u.

The geometry in XYZ format:
```
120
Properties=species:S:1:pos:R:3:lowdin_charge:R:1
O -4.91779 4.49822 -0.40778 0.046
O -0.78745 -3.90124 -3.57560 0.071
O -4.48800 -1.46542 -2.99078 0.112
O 5.27897 0.02337 -0.72768 0.028
O 5.02401 4.65250 -1.82185 0.063
O -0.68326 2.19517 3.80301 0.097
O -0.24160 5.55968 3.62717 0.075
O 1.58600 4.55222 4.60038 0.018
O -6.86129 3.81640 0.30836 0.093
O -2.66383 -0.22156 -3.02802 0.028
O -2.38944 -5.65251 -0.93980 0.002
O -2.68697 -7.87355 -1.47937 0.076
O 0.97013 -5.17105 -3.90399 0.083
O 0.74866 -0.43171 0.18959 0.062
O 1.27751 1.33258 4.53628 -0.019
O -5.92415 0.27953 2.17930 0.051
O -0.83123 -1.61135 -0.81310 0.102
N -4.12729 -1.02624 1.94344 0.000
N 5.69954 -0.89834 -2.73876 0.009
N 6.08373 2.95678 -0.78565 0.020
C -4.89583 3.62794 1.79233 -0.043
C -4.23488 -4.90007 -2.04168 -0.121
C -2.99433 -6.68686 -1.61427 -0.462
C -4.29783 0.35124 3.92612 -0.001
C -1.42988 -0.26417 -3.69134 -0.153
C -0.11157 1.42994 4.57052 -0.381
C -4.87208 -0.15602 2.61436 -0.587
C -3.62966 4.75311 0.05607 -0.172
C 2.87674 4.11694 4.29750 -0.171
C 2.14978 -5.65269 -3.19655 -0.133
C -1.72066 -1.02505 -4.96787 -0.157
C 0.86080 4.99084 3.53393 -0.424
C 0.63043 -0.26688 6.04642 -0.159
C -5.66017 3.94561 0.52861 -0.477
C 5.05005 -0.81955 -1.56755 -0.524
C 1.91546 -5.23241 -1.78955 -0.133
C 4.98475 3.59089 -1.26358 -0.584
C -3.46509 -1.15952 -3.54346 -0.494
C 0.31598 -4.32348 -3.18370 -0.513
C -4.41969 -1.44472 0.57798 -0.052
C 7.34805 3.55424 -1.22039 -0.082
C -3.01067 -1.75511 -4.82732 -0.084
C 2.81607 3.79066 2.80592 -0.162
C -4.00933 -6.29383 -2.58648 -0.081
C -0.34210 1.64256 0.15904 -0.122
C 0.89931 0.88432 0.68024 -0.143
C -3.00326 -4.42031 -1.15325 -0.134
C 1.74762 0.13377 5.10147 -0.173
C -0.65961 0.41291 5.58510 -0.051
C -1.38189 0.50840 0.12590 -0.065
C 6.65095 0.04086 -3.24710 -0.072
C 1.02210 -3.93338 -1.97223 -0.048
C -3.48336 3.84527 1.25780 -0.152
C 1.74847 4.78071 2.30940 -0.063
C 3.68685 2.94501 -0.85169 -0.008
C 3.89894 -1.81148 -1.23753 0.016
C -0.50130 -0.62122 -0.20152 -0.498
H -5.17926 -2.22506 0.62538 0.099
H 2.20154 5.75311 2.11639 0.132
H -3.16625 2.86134 0.91224 0.096
H 3.23067 3.30544 4.93335 0.126
H -1.01228 0.74240 -3.71423 0.131
H 0.28277 -3.79782 -1.18286 0.116
H 2.88778 -1.42279 -1.35824 0.066
H -0.61900 2.47099 0.81107 0.100
H -5.19834 -4.81335 -1.53936 0.116
H 3.61677 4.91428 4.22910 0.128
H 2.64404 0.25692 5.70921 0.128
H -3.34931 -1.48212 2.39844 0.134
H 2.20263 -6.73914 -3.26694 0.130
H -3.26716 -3.89073 -0.23782 0.104
H -2.92093 -2.83252 -4.68860 0.116
H 3.51643 1.96623 -1.30005 0.066
H -1.83017 0.52804 1.11925 0.124
H -0.81182 -0.83723 -3.00017 0.101
H 1.79297 1.39520 0.32180 0.097
H -1.42253 -0.24146 5.16338 0.110
H 2.85401 3.55470 -1.20204 0.086
H 3.13584 -5.30194 -3.50107 0.123
H -3.94020 -0.49953 4.50609 0.069
H -1.15352 0.92973 6.40794 0.131
H 1.89933 -0.65121 4.36060 0.126
H 6.00900 1.95344 -0.69714 0.082
H -2.22648 -3.92016 -1.73166 0.090
H -2.66130 4.17856 1.89126 0.116
H -5.03418 4.40148 2.54771 0.133
H 3.65602 2.79677 0.22774 0.060
H -0.99268 -1.74186 -5.34776 0.114
H 0.92604 -0.06705 7.07636 0.117
H 1.13063 4.52720 1.44795 0.117
H -3.54939 -6.24339 -3.57340 0.136
H 1.38384 -5.95400 -1.16925 0.122
H -1.94073 -0.38920 -5.82540 0.117
H -4.65397 -0.59048 -0.05722 0.093
H 0.49027 -1.34673 5.99758 0.113
H -3.73717 -1.59549 -5.62408 0.137
H 7.05366 -0.38651 -4.16540 0.086
H 7.60670 4.21077 -0.38963 0.083
H 8.18781 2.86127 -1.27218 0.073
H -5.18770 2.65448 2.18641 0.103
H 7.35550 4.06028 -2.18577 0.082
H -4.26454 -4.21213 -2.88663 0.091
H 3.75791 3.90742 2.26981 0.105
H 4.06480 -2.63412 -1.93312 0.060
H -3.54587 5.83378 0.17106 0.132
H 5.33736 -1.58956 -3.37996 0.135
H -4.98312 0.92009 4.55451 0.091
H -3.45249 -1.67296 0.13016 0.058
H 2.82966 -4.98825 -1.24852 0.106
H -2.12310 0.66174 -0.65845 0.126
H 6.22068 0.99391 -3.55477 0.092
H -3.43459 0.93383 3.60440 0.067
H -0.11691 2.09577 -0.80635 0.118
H -4.83459 -7.00532 -2.61537 0.136
H 1.00969 1.01223 1.75707 0.107
H -2.92915 4.46216 -0.72670 0.122
H 7.53735 0.15745 -2.62356 0.091
H 1.68233 -3.07489 -2.09550 0.103
H 2.51082 2.79109 2.49644 0.086
H 3.97847 -2.13708 -0.20034 0.093
```

Entry 4:
A single CH6N2OP2S molecule in a non-equilibrium geometry. Source: the Open Molecules 2025 dataset; level of theory: ωB97M-V with the def2-TZVPD basis set.

Values from the calculation:
- HOMO energy (spin up / spin down): -8.0 / -8.0 eV
- Gap between HOMO and LUMO (spin up / spin down): 6.80 / 6.80 eV
- SMILES: [H]/P=N/[PH]#S(=O)NC
- Maximum force: 1.621 eV/Å
- LUMO energy (spin up / spin down): -1.2 / -1.2 eV
- DFT total energy: -1307.24853 a.u.

The geometry in XYZ format:
```
13
Properties=species:S:1:pos:R:3:lowdin_charge:R:1
S -0.02816 -1.43249 -0.53210 0.698
P -1.48679 1.96831 0.05453 0.694
P -2.16387 -0.83913 0.51764 0.600
O 0.57537 -2.40508 0.34996 -0.560
N 0.91115 -0.06110 -0.44419 -0.385
N -2.25935 0.61889 -0.25223 -0.828
C 2.00756 0.04326 0.48057 -0.152
H 2.17369 -0.95604 0.88649 0.066
H 2.90805 0.36369 -0.04626 0.083
H 0.53019 0.79555 -0.82444 -0.002
H -2.83077 -1.52421 -0.51542 -0.130
H 1.79567 0.73106 1.30085 0.078
H -2.13274 2.69728 -0.97542 -0.160
```

Entry 5:
2 unconnected molecules or ions with the total composition C10H20Cl2I2O3P2 in a non-equilibrium geometry. Source: the Open Molecules 2025 dataset; level of theory: ωB97M-V with the def2-TZVPD basis set.

Values from the calculation:
- HOMO energy: -6.5 eV
- Gap between HOMO and LUMO: 4.81 eV
- Maximum force: 3.666 eV/Å
- LUMO energy: -1.7 eV
- DFT total energy: -2817.03887 a.u.

The geometry in XYZ format:
```
39
Properties=species:S:1:pos:R:3:lowdin_charge:R:1
I 2.99156 1.07151 -0.18365 0.891
I -1.76662 2.80182 -1.70637 0.794
Cl -3.74999 0.27200 0.18584 0.147
Cl -0.70296 0.26830 -4.36205 0.496
P -0.40720 -0.17298 -0.80351 0.732
P -2.48047 -0.50260 -1.38733 0.429
O -2.81963 -2.21784 -1.41807 -0.402
O 0.82472 0.83516 3.72389 -0.136
O 0.98794 1.67398 5.84626 -0.084
C 0.68133 -0.97306 -2.19414 -0.355
C 0.11746 -0.98261 0.84191 -0.376
C 0.53223 0.91051 4.95006 -0.788
C 1.46019 3.76358 -0.26459 -0.195
C 1.33935 2.25990 -0.98718 -0.811
C 0.91916 -2.05469 -4.59110 -0.150
C -0.16099 1.71127 -0.62081 -0.861
C -0.53170 -0.07001 5.41253 -0.070
C -1.08338 -1.71526 1.68077 -0.159
C -0.18283 -1.33339 -3.56017 -0.713
H 1.05717 -1.70306 0.69033 0.103
H -0.74078 0.04385 6.48047 0.061
H -1.94629 -2.67771 -1.23553 0.056
H 0.41349 4.08716 0.19719 0.077
H 0.52767 -0.10877 1.54450 0.067
H -0.34426 1.96623 0.52430 0.104
H 2.18778 3.63404 0.64921 0.056
H 1.57221 -2.85582 -3.99689 0.096
H -1.45956 0.10035 4.85839 0.050
H -0.19431 -1.09531 5.23362 0.058
H 1.57250 -0.29638 -2.53658 0.067
H -0.64616 -2.76843 2.03432 0.099
H -1.06260 -2.08170 -3.35654 0.097
H 1.87888 4.58493 -0.98952 0.094
H 1.68825 -1.20654 -4.92886 0.094
H -1.37300 -1.15656 2.69344 0.096
H 0.39611 -2.50721 -5.54370 0.095
H -2.04806 -1.96169 1.06700 0.027
H 1.39664 2.44013 -2.16414 0.097
H 1.15615 -1.98310 -1.78328 0.118
```

Entry 6:
A molecular structure, C33H24AlGeN2O8. Source: the Open Molecules 2025 dataset; level of theory: ωB97M-V with the def2-TZVPD basis set.

Values from the calculation:
- HOMO energy: -3.8 eV
- Net charge: -1
- Gap between HOMO and LUMO: 6.12 eV
- Maximum force: 0.212 eV/Å
- LUMO energy: 2.3 eV
- DFT total energy: -4302.71816 a.u.

The geometry in XYZ format:
```
69
Properties=species:S:1:pos:R:3:lowdin_charge:R:1
Ge 1.51563 -1.01204 -1.31230 1.048
Al -1.25088 0.52755 0.41195 0.210
O -1.36363 -1.00789 -1.75975 -0.005
O -0.77213 -3.20217 -1.13677 0.048
O -0.62761 0.97726 2.06096 0.050
O -2.76453 1.66872 2.17855 0.036
O -1.49177 2.00367 -0.47185 -0.054
O -4.31931 6.41341 2.89257 0.037
O -4.14560 0.72400 3.78161 0.067
O -3.56714 5.82061 4.81444 0.023
N -3.64575 5.68006 3.60169 -0.373
N -2.60116 -0.73009 0.79797 0.111
C -2.91310 4.58744 2.95008 -0.150
C 4.00949 -3.60165 1.79156 -0.104
C -3.22643 4.42363 1.52047 -0.049
C 1.89473 -2.87361 0.90503 -0.081
C 2.99432 1.23559 -2.50573 -0.106
C -0.31348 -0.81881 -0.68928 -0.235
C 2.54383 -2.07258 -0.03441 -0.257
C 0.96046 -1.22090 -4.15972 -0.103
C -2.36254 -1.96641 0.27348 -0.181
C -3.43267 0.52567 2.62553 -0.307
C -1.45103 1.83563 2.58800 -0.404
C -2.41708 3.88611 0.64171 0.018
C 2.58669 2.96023 -0.37368 -0.083
C 2.31134 -3.00721 -3.30324 -0.098
C 3.50018 2.52964 -2.55254 -0.098
C -1.98747 3.97549 3.72467 0.000
C -1.58466 3.31218 -0.19576 -0.202
C 2.35391 -3.58445 -4.56674 -0.098
C -3.43843 -0.61259 1.92073 -0.163
C 1.69851 -2.97725 -5.62826 -0.107
C 3.29303 3.39443 -1.48765 -0.101
C -4.24733 -1.77058 2.28093 -0.021
C 3.93840 -2.04782 -0.04017 -0.111
C -4.04053 -2.94760 1.66809 -0.091
C 2.28001 0.78673 -1.39635 -0.252
C 2.62251 -3.63075 1.81454 -0.086
C 2.08873 1.66561 -0.32920 -0.096
C -3.01845 -3.08730 0.65838 -0.046
C 4.66896 -2.80912 0.86145 -0.100
C -1.12779 2.88026 3.38295 -0.004
C -1.24075 -1.96226 -0.73519 -0.548
C 0.99941 -1.79509 -5.42296 -0.093
C 1.61938 -1.81839 -3.08520 -0.261
H 2.41435 3.63024 0.45973 0.104
H 1.54367 1.34970 0.55526 0.092
H 5.75176 -2.77946 0.84404 0.095
H -0.88351 3.94185 -0.74342 0.118
H 2.89563 -4.50997 -4.72072 0.095
H -0.11249 2.90594 3.75724 0.116
H 0.81219 -2.91382 0.92286 0.098
H -4.63728 -3.80978 1.94239 0.094
H -1.49060 -3.65772 -1.59193 0.111
H 3.14907 0.57155 -3.34926 0.093
H 3.67782 4.40622 -1.52661 0.095
H -4.19867 4.78616 1.20702 0.105
H -2.75824 -4.05401 0.25502 0.090
H 4.57718 -4.19198 2.50051 0.095
H 0.39738 -0.30713 -4.00613 0.110
H -1.82564 4.44010 4.69063 0.112
H 1.72793 -3.42623 -6.61375 0.094
H 4.04931 2.86357 -3.42479 0.095
H 4.46196 -1.41817 -0.75273 0.101
H -4.98663 -1.64958 3.06009 0.104
H -4.49265 1.62466 3.75491 0.110
H 2.10414 -4.24330 2.54191 0.100
H 0.47799 -1.32312 -6.24683 0.097
H 2.81704 -3.49310 -2.47602 0.095
```